Entry from OMol25: a 13-piece molecular cluster, C62H148N6O15 overall at a distorted geometry (ωB97M-V/def2-TZVPD).

* Kohn-Sham gap: 0.299 Ha
* largest force on an atom: 6.107 eV Å⁻¹
* molecular weight: 1217.9 Da
* 2S+1: 1
* electronic energy: -3907.559753 Eh
* total charge: 0

Positions of all 231 atoms, in Å:
1 C 8.70817 -1.77490 2.70645
2 C 7.95684 -0.43409 2.64729
3 O 6.77039 -0.69981 3.34167
4 H 9.10414 -1.84694 3.71942
5 H 9.50322 -1.90193 1.97169
6 H 7.99338 -2.57735 2.52408
7 H 7.68755 -0.27564 1.60304
8 H 8.57826 0.29402 3.16864
9 H 6.18986 0.06449 3.36225
10 C -1.14157 1.51508 -3.67301
11 C -2.47329 1.81279 -4.28968
12 O -2.88226 3.14207 -4.03249
13 H -1.26122 1.44488 -2.59187
14 H -0.27583 2.16827 -3.78229
15 H -0.71387 0.52390 -3.82379
16 H -3.17422 1.08471 -3.88140
17 H -2.42339 1.79415 -5.37838
18 H -2.44683 3.81166 -4.56507
19 C 1.12895 -0.81198 5.71733
20 C 2.06872 0.33496 5.78900
21 O 1.68755 1.19837 4.69516
22 H 0.14049 -0.35720 5.78223
23 H 1.05616 -1.50064 6.55909
24 H 1.18194 -1.40601 4.80496
25 H 3.08633 0.02227 5.55492
26 H 2.23388 0.92267 6.69201
27 H 1.60421 0.78221 3.83407
28 C 6.22954 3.42172 0.21393
29 C 6.07850 2.23309 -0.74963
30 O 6.72287 1.06686 -0.33421
31 H 5.42036 3.26083 0.92628
32 H 6.16784 4.39377 -0.27536
33 H 7.21508 3.45520 0.67836
34 H 6.42989 2.55618 -1.72955
35 H 5.07432 1.86212 -0.95485
36 H 6.30028 0.26999 -0.00555
37 C 0.93257 -1.62274 -5.10151
38 C 2.22194 -2.42662 -4.90970
39 O 3.00948 -2.34514 -6.18383
40 H 0.19068 -2.04000 -5.78238
41 H 1.15493 -0.64522 -5.52944
42 H 0.30556 -1.43667 -4.22954
43 H 1.97798 -3.44726 -4.61495
44 H 2.68982 -1.86045 -4.10432
45 H 2.59080 -2.79686 -6.92022
46 C 3.55684 -8.95140 2.14451
47 C 4.50608 -8.06289 3.01806
48 O 3.82322 -7.03692 3.68108
49 H 3.41726 -8.42984 1.19762
50 H 2.57059 -9.10999 2.58070
51 H 4.20306 -9.81954 2.01482
52 H 5.22883 -7.62773 2.32787
53 H 5.10704 -8.71047 3.65649
54 H 4.20709 -6.77860 4.52221
55 C 5.52347 -3.84528 6.49162
56 C 6.15693 -2.82385 5.65518
57 O 5.50667 -2.80681 4.33969
58 H 4.44921 -3.71771 6.62505
59 H 5.89332 -4.10403 7.48377
60 H 5.60310 -4.77680 5.93125
61 H 7.21111 -3.09731 5.70018
62 H 6.09822 -1.85370 6.14861
63 H 6.00089 -2.13283 3.86736
64 C -2.76555 3.67166 0.03296
65 C -3.63993 4.86792 0.30265
66 C -4.47678 5.26448 -0.96035
67 C -5.82470 4.47485 -1.06041
68 C -6.60192 4.48795 0.21414
69 C -5.86850 4.00249 1.47054
70 N -4.49241 4.66178 1.50027
71 O -3.74362 4.41260 2.66423
72 C -6.65360 4.63235 2.68377
73 C -5.75963 2.49003 1.51263
74 C -2.65300 6.12024 0.52528
75 H -2.11134 3.87409 -0.81506
76 H -3.37086 2.81381 -0.25996
77 H -2.21766 3.29236 0.89554
78 H -4.67714 6.33148 -0.86312
79 H -3.81753 5.04559 -1.80034
80 H -5.62986 3.42390 -1.27406
81 H -6.44098 4.91330 -1.84530
82 H -7.48375 3.85925 0.09079
83 H -7.17299 5.39378 0.41775
84 H -5.98950 4.50872 3.53922
85 H -6.82175 5.70863 2.64590
86 H -7.60010 4.15138 2.93054
87 H -4.92998 2.10235 0.92146
88 H -5.44682 2.26850 2.53301
89 H -6.58713 1.88499 1.14211
90 H -3.23094 7.03523 0.65523
91 H -1.93522 6.38861 -0.24988
92 H -2.02940 6.05243 1.41670
93 H -3.78622 5.25895 3.11531
94 C 1.93417 1.50608 0.51282
95 C 2.15665 -0.06040 0.41850
96 C 1.90256 -0.57391 1.84759
97 C 1.78281 -2.11362 2.01130
98 C 0.52858 -2.42643 1.22455
99 C 0.69548 -1.98305 -0.33968
100 N 1.09458 -0.55722 -0.46180
101 O 1.38984 -0.18478 -1.73807
102 C 1.54030 -2.97064 -1.18600
103 C -0.77117 -2.05344 -0.83466
104 C 3.67549 -0.34590 0.11458
105 H 2.22491 1.92807 -0.44921
106 H 2.56020 1.95226 1.28555
107 H 0.91809 1.86998 0.66531
108 H 2.72838 -0.29945 2.50394
109 H 1.04110 0.00887 2.17370
110 H 1.57945 -2.24368 3.07424
111 H 2.55169 -2.81927 1.69669
112 H -0.41244 -2.05076 1.62636
113 H 0.47693 -3.51481 1.19497
114 H 1.19120 -3.99493 -1.05538
115 H 1.45644 -2.69545 -2.23735
116 H 2.61406 -3.10775 -1.05814
117 H -0.84206 -1.65566 -1.84701
118 H -1.09017 -3.07486 -1.04210
119 H -1.56772 -1.65515 -0.20619
120 H 3.88480 -0.24023 -0.94990
121 H 3.94490 -1.37667 0.34490
122 H 4.34189 0.28980 0.69758
123 H 0.67375 0.43715 -1.88649
124 C -1.58533 -6.73997 -3.28571
125 C -2.98556 -7.44886 -3.15518
126 C -2.76830 -8.55009 -2.15362
127 C -2.59276 -8.08086 -0.77934
128 C -3.79082 -7.14251 -0.37400
129 C -4.28376 -6.01932 -1.42152
130 N -4.16423 -6.55660 -2.81041
131 O -4.41095 -5.54521 -3.80105
132 C -5.72930 -5.68863 -1.13172
133 C -3.54356 -4.70305 -1.16785
134 C -3.23408 -8.18891 -4.49670
135 H -1.45224 -6.26855 -2.31198
136 H -1.70687 -5.92890 -4.00370
137 H -0.79196 -7.43652 -3.55679
138 H -3.51573 -9.33290 -2.28270
139 H -1.89777 -9.16109 -2.39232
140 H -1.61670 -7.62619 -0.60998
141 H -2.74997 -8.93862 -0.12540
142 H -3.43357 -6.57208 0.48338
143 H -4.70807 -7.56205 0.03921
144 H -6.45900 -6.37685 -1.55834
145 H -6.01942 -5.70754 -0.08120
146 H -6.02453 -4.75140 -1.60344
147 H -2.45401 -4.72757 -1.18709
148 H -3.85287 -3.95873 -1.90162
149 H -3.75970 -4.34918 -0.15980
150 H -2.42661 -8.90691 -4.64010
151 H -3.30975 -7.50248 -5.34002
152 H -4.24771 -8.58833 -4.52997
153 H -4.48032 -5.94815 -4.66963
154 C -4.94477 -1.02781 3.14328
155 C -3.78149 -1.88040 3.63871
156 C -2.67435 -0.84312 4.04325
157 C -2.93106 -0.11698 5.40160
158 C -3.21439 -1.14001 6.58054
159 C -4.37692 -2.20529 6.20224
160 N -4.10967 -2.72441 4.84304
161 O -4.89577 -3.69526 4.49008
162 C -4.34600 -3.33158 7.25002
163 C -5.67226 -1.45280 6.25962
164 C -3.39487 -2.76294 2.40201
165 H -5.28515 -0.16569 3.71687
166 H -5.79761 -1.70149 3.06009
167 H -4.74285 -0.53041 2.19464
168 H -1.74456 -1.41196 4.04599
169 H -2.51394 -0.30433 3.10941
170 H -3.83223 0.49468 5.35831
171 H -2.00040 0.39231 5.65179
172 H -3.52556 -0.58039 7.46263
173 H -2.28594 -1.67435 6.78197
174 H -3.37679 -3.81967 7.14752
175 H -4.38866 -2.77423 8.18577
176 H -5.07540 -4.14069 7.21223
177 H -6.43148 -2.08175 5.79475
178 H -5.91866 -1.13182 7.27173
179 H -5.72795 -0.58612 5.60094
180 H -4.25697 -3.35557 2.09597
181 H -2.50439 -3.32436 2.68479
182 H -3.05647 -2.13547 1.57747
183 H -4.45143 -4.44756 4.88785
184 C 1.92595 5.79710 0.46938
185 O 2.18413 6.10956 -0.89170
186 C 3.20641 7.13418 -1.04448
187 C 3.91513 6.94689 -2.32859
188 N 4.16196 5.60070 -2.61510
189 C 4.34908 5.24961 -4.02030
190 C 4.83687 3.76173 -4.15690
191 O 4.03966 2.92132 -3.33100
192 C 4.25871 1.52036 -3.64287
193 H 2.80597 5.43694 1.00226
194 H 1.08850 5.11936 0.63506
195 H 1.76684 6.69790 1.06212
196 H 4.04908 7.12597 -0.35315
197 H 2.64730 8.06967 -1.06295
198 H 4.71982 7.63390 -2.59052
199 H 3.17133 7.13402 -3.10308
200 H 3.54927 4.98057 -2.10505
201 H 5.10407 5.81150 -4.57019
202 H 3.41786 5.52924 -4.51299
203 H 5.88103 3.73495 -3.84527
204 H 4.76709 3.57166 -5.22793
205 H 5.31487 1.27757 -3.52597
206 H 4.19478 1.22592 -4.69040
207 H 3.72706 0.68768 -3.18234
208 C -0.36144 9.11860 -3.22223
209 O -0.98116 7.92402 -3.48614
210 C -0.20146 6.73064 -3.20226
211 C -0.85028 5.31650 -3.38600
212 N -0.84097 4.90658 -4.77400
213 C 0.39900 4.65272 -5.53485
214 C 0.09858 4.12176 -6.98081
215 O 1.38488 4.10941 -7.70361
216 C 2.26589 2.94940 -7.55159
217 H -1.16810 9.85088 -3.25627
218 H 0.45877 9.53632 -3.80608
219 H 0.18236 9.13900 -2.27779
220 H 0.10495 6.66395 -2.15834
221 H 0.64190 6.87063 -3.87845
222 H -1.81903 5.30736 -2.88645
223 H -0.26870 4.56278 -2.85517
224 H -1.34990 5.65394 -5.22404
225 H 0.88205 3.88563 -4.92959
226 H 1.02273 5.54474 -5.47674
227 H -0.45323 4.77771 -7.65412
228 H -0.37101 3.13811 -6.98202
229 H 2.60487 2.66235 -8.54698
230 H 1.52856 2.24631 -7.16416
231 H 3.15365 3.08850 -6.93464

Mulliken population analysis, charges in e, atoms 1 to 99: atom 1 (C): -1.197, atom 2 (C): 0.251, atom 3 (O): -0.536, atom 4 (H): 0.279, atom 5 (H): 0.374, atom 6 (H): 0.287, atom 7 (H): 0.026, atom 8 (H): 0.276, atom 9 (H): 0.194, atom 10 (C): -0.191, atom 11 (C): -0.560, atom 12 (O): -0.600, atom 13 (H): 0.161, atom 14 (H): 0.182, atom 15 (H): 0.021, atom 16 (H): 0.271, atom 17 (H): 0.295, atom 18 (H): 0.372, atom 19 (C): 0.114, atom 20 (C): -0.135, atom 21 (O): -0.628, atom 22 (H): -0.252, atom 23 (H): 0.525, atom 24 (H): -0.154, atom 25 (H): 0.055, atom 26 (H): 0.348, atom 27 (H): 0.431, atom 28 (C): -1.147, atom 29 (C): 0.822, atom 30 (O): -0.618, atom 31 (H): 0.196, atom 32 (H): 0.296, atom 33 (H): 0.352, atom 34 (H): 0.099, atom 35 (H): -0.296, atom 36 (H): 0.319, atom 37 (C): -0.417, atom 38 (C): -0.083, atom 39 (O): -0.564, atom 40 (H): 0.543, atom 41 (H): 0.103, atom 42 (H): -0.168, atom 43 (H): 0.252, atom 44 (H): 0.013, atom 45 (H): 0.317, atom 46 (C): -0.910, atom 47 (C): -0.251, atom 48 (O): -0.499, atom 49 (H): 0.220, atom 50 (H): 0.294, atom 51 (H): 0.301, atom 52 (H): 0.252, atom 53 (H): 0.316, atom 54 (H): 0.271, atom 55 (C): -1.188, atom 56 (C): 0.028, atom 57 (O): -0.428, atom 58 (H): 0.261, atom 59 (H): 0.391, atom 60 (H): 0.168, atom 61 (H): 0.229, atom 62 (H): 0.279, atom 63 (H): 0.362, atom 64 (C): -1.503, atom 65 (C): 1.609, atom 66 (C): -0.413, atom 67 (C): -0.785, atom 68 (C): -1.555, atom 69 (C): 1.973, atom 70 (N): 0.305, atom 71 (O): -0.472, atom 72 (C): -2.037, atom 73 (C): -1.519, atom 74 (C): -1.746, atom 75 (H): 0.033, atom 76 (H): 0.239, atom 77 (H): 0.513, atom 78 (H): 0.626, atom 79 (H): -0.437, atom 80 (H): 0.228, atom 81 (H): 0.547, atom 82 (H): 0.444, atom 83 (H): 0.406, atom 84 (H): 0.429, atom 85 (H): 0.431, atom 86 (H): 0.388, atom 87 (H): 0.242, atom 88 (H): 0.272, atom 89 (H): 0.376, atom 90 (H): 0.550, atom 91 (H): 0.080, atom 92 (H): 0.402, atom 93 (H): 0.363, atom 94 (C): -2.750, atom 95 (C): 2.299, atom 96 (C): -2.131, atom 97 (C): -0.876, atom 98 (C): -1.141, atom 99 (C): 2.101